Entry 1:
{"formula": "C6H8", "method": "ωB97M-V/def2-TZVPD", "symbols": ["C", "C", "C", "C", "C", "C", "H", "H", "H", "H", "H", "H", "H", "H"], "coordinates": [[-2.054, 1.290, -1.830], [-0.999, 0.641, -1.207], [0.005, 0.466, -0.410], [0.289, -0.465, 0.659], [1.661, -1.128, 0.652], [1.376, -0.075, 1.653], [-1.795, -0.196, -1.437], [-2.418, 0.947, -2.794], [-2.592, 2.113, -1.358], [-0.516, -1.076, 1.075], [1.694, -2.163, 0.979], [2.310, -0.884, -0.183], [1.212, -0.370, 2.685], [1.827, 0.901, 1.514]], "mulliken_charge": [-0.879, -0.115, -0.385, 0.351, -0.530, -0.604, 0.222, 0.278, 0.244, 0.368, 0.241, 0.275, 0.257, 0.278], "multiplicity": 1, "gap_ev": [7.70, 7.69], "lumo_energy_ev": [0.1, 0.1]}

***

Entry 2:
{"formula": "C6H8", "method": "ωB97M-V/def2-TZVPD", "symbols": ["C", "C", "C", "C", "C", "C", "H", "H", "H", "H", "H", "H", "H", "H"], "coordinates": [[0.054, 0.168, 2.886], [-0.222, 0.163, 1.622], [-1.341, 0.217, 0.564], [0.116, 0.144, 0.252], [1.006, -0.175, -0.691], [0.480, -0.278, -2.094], [-0.804, 0.419, 3.664], [1.063, -0.056, 3.293], [-1.830, -0.740, 0.475], [-2.042, 1.078, 0.294], [2.051, -0.280, -0.373], [0.883, -1.063, -2.636], [0.624, 0.660, -2.704], [-0.649, -0.361, -1.994]], "mulliken_charge": [-0.585, 0.083, -0.652, 0.112, -0.008, -1.033, 0.188, 0.244, 0.209, 0.228, 0.357, 0.366, 0.238, 0.253], "multiplicity": 1, "gap_ev": 9.56, "smiles": "C=C1C/C1=C\\C", "lumo_energy_ev": 0.8}

***

Entry 3:
{"formula": "C6H8", "method": "ωB97M-V/def2-TZVPD", "symbols": ["C", "C", "C", "C", "C", "C", "H", "H", "H", "H", "H", "H", "H", "H"], "coordinates": [[2.701, -0.840, -0.745], [1.893, -0.441, 0.054], [0.804, 0.109, 0.874], [-0.294, 0.551, -0.078], [-1.744, 0.694, 0.283], [-1.283, -0.468, -0.555], [3.410, -1.191, -1.462], [0.432, -0.653, 1.570], [1.173, 0.943, 1.484], [0.065, 1.255, -0.826], [-2.284, 1.492, -0.221], [-2.084, 0.498, 1.296], [-1.251, -1.439, -0.065], [-1.537, -0.510, -1.609]], "mulliken_charge": [0.101, -0.425, -0.741, -0.055, -0.545, -0.588, 0.396, 0.269, 0.274, 0.366, 0.241, 0.239, 0.219, 0.248], "multiplicity": 1, "gap_ev": 11.07, "smiles": "C#CCC1CC1", "lumo_energy_ev": 1.2}

***

Entry 4:
{"formula": "C6H8AgO6", "method": "ωB97M-V/def2-TZVPD", "symbols": ["O", "C", "O", "O", "C", "H", "H", "C", "H", "H", "O", "C", "C", "O", "O", "C", "H", "H", "H", "H", "Ag"], "coordinates": [[2.446, -0.079, -0.186], [3.445, -0.506, 0.712], [4.111, -1.480, 0.467], [3.432, 0.310, 1.690], [1.889, -0.953, -1.177], [2.669, -1.094, -1.944], [1.667, -1.934, -0.735], [0.666, -0.313, -1.723], [0.773, 0.512, -2.430], [-0.253, -0.900, -1.741], [-1.281, 0.467, 1.483], [-1.017, 1.273, 0.484], [-2.579, -0.135, 1.307], [0.139, 1.628, 0.176], [-1.990, 1.366, -0.383], [-3.098, 0.536, 0.027], [-3.181, 0.090, 2.192], [-2.441, -1.216, 1.206], [-3.965, 1.181, 0.195], [-3.299, -0.173, -0.781], [1.868, 1.421, 1.161]], "mulliken_charge": [-0.393, 0.969, -0.424, -0.554, -0.074, 0.298, 0.359, -1.010, 0.312, 0.389, -0.372, 0.920, -0.242, -0.581, -0.269, -0.269, 0.281, 0.255, 0.297, 0.273, 0.835], "multiplicity": 3, "gap_ev": [8.99, 7.07], "lumo_energy_ev": [-3.8, -7.6], "s2": 2.009, "charge": 1}

***

Entry 5:
{"formula": "C6H8BCuN2O2", "method": "ωB97M-V/def2-TZVPD", "symbols": ["Cu", "N", "N", "H", "H", "H", "H", "O", "B", "O", "C", "C", "C", "C", "C", "C", "H", "H", "H", "H"], "coordinates": [[-1.056, 1.241, 1.921], [-2.675, 3.544, 2.727], [-2.001, 2.408, 3.282], [-3.372, 3.891, 3.373], [-3.135, 3.251, 1.877], [-2.615, 1.831, 3.846], [-1.263, 2.751, 3.885], [-0.476, 0.119, -0.861], [-0.140, 0.142, 0.508], [0.962, -0.715, 0.706], [1.275, -1.247, -0.521], [2.272, -2.136, -0.848], [2.367, -2.510, -2.191], [1.491, -2.000, -3.144], [0.485, -1.097, -2.795], [0.404, -0.740, -1.469], [2.947, -2.523, -0.094], [3.138, -3.208, -2.494], [1.591, -2.308, -4.177], [-0.200, -0.695, -3.530]], "mulliken_charge": [-0.682, -0.506, -0.251, 0.226, 0.233, 0.305, 0.329, -0.488, 0.955, -0.446, 0.624, -0.788, -0.464, -0.460, -0.778, 0.639, 0.417, 0.359, 0.359, 0.416], "multiplicity": 1, "gap_ev": 8.23, "lumo_energy_ev": 0.1}

***

Entry 6:
{"formula": "C6H8BNO2", "method": "ωB97M-V/def2-TZVPD", "symbols": ["N", "C", "C", "C", "C", "C", "B", "O", "O", "C", "H", "H", "H", "H", "H", "H", "H", "H"], "coordinates": [[-2.655, 0.774, -0.740], [-1.318, 0.454, -0.765], [-0.580, 0.413, -1.950], [0.780, 0.206, -1.922], [1.393, -0.287, -0.782], [0.651, -0.279, 0.381], [1.317, -0.744, 1.706], [1.129, 0.061, 2.838], [1.846, -2.047, 1.794], [-0.665, 0.113, 0.424], [-2.998, 1.429, -1.423], [-3.139, 0.975, 0.119], [-1.092, 0.509, -2.885], [1.344, 0.183, -2.807], [2.447, -0.560, -0.767], [0.694, 0.899, 2.672], [2.057, -2.267, 2.741], [-1.212, 0.168, 1.367]], "mulliken_charge": [-0.559, 0.725, -0.603, -0.573, -0.755, 0.300, 0.567, -0.607, -0.535, -0.442, 0.217, 0.218, 0.393, 0.396, 0.348, 0.314, 0.310, 0.286], "multiplicity": 1, "gap_ev": 8.61, "smiles": "Nc1cccc(B(O)O)c1", "lumo_energy_ev": 0.6}

***

Entry 7:
{"formula": "C6H8BrN2O", "method": "ωB97M-V/def2-TZVPD", "symbols": ["C", "C", "C", "N", "C", "C", "O", "C", "Br", "N", "H", "H", "H", "H", "H", "H", "H", "H"], "coordinates": [[2.880, 1.037, 0.195], [1.653, 0.146, 0.029], [1.645, -1.215, -0.156], [0.329, -1.624, -0.389], [-0.454, -0.557, -0.228], [-2.242, -0.639, -0.079], [-2.631, -1.772, 0.055], [-2.902, 0.682, -0.040], [-4.842, 0.466, -0.053], [0.324, 0.492, 0.013], [2.652, 1.949, -0.334], [2.839, 1.363, 1.224], [3.900, 0.509, 0.108], [2.492, -1.814, -0.340], [0.031, -2.675, -0.348], [-2.675, 1.045, 0.909], [-2.741, 1.394, -0.892], [-0.258, 1.214, 0.327]], "mulliken_charge": [-1.125, 0.565, -0.537, -0.092, 0.023, 0.739, -0.409, -0.951, -0.044, -0.028, 0.345, 0.343, 0.323, 0.397, 0.367, 0.443, 0.420, 0.222], "multiplicity": 1, "gap_ev": 9.73, "smiles": "Cc1c[nH]c(C(=O)CBr)[nH+]1", "lumo_energy_ev": -4.2, "charge": 1}

***

Entry 8:
{"formula": "C6H8Cl2", "method": "ωB97M-V/def2-TZVPD", "symbols": ["C", "C", "C", "Cl", "Cl", "H", "H", "H", "H", "C", "C", "C", "H", "H", "H", "H"], "coordinates": [[1.911, 0.768, 1.543], [0.608, 1.164, 1.081], [-0.518, 0.715, 1.558], [-0.642, -0.413, 2.896], [-2.114, 1.092, 0.907], [1.983, 0.274, 2.581], [2.462, 0.325, 0.741], [2.645, 1.549, 1.805], [0.689, 2.029, 0.287], [-2.458, -0.105, -2.064], [-1.576, -0.904, -1.884], [-0.287, -1.707, -1.702], [-2.997, 0.641, -2.577], [0.276, -1.642, -2.681], [-0.314, -2.729, -1.442], [0.334, -1.058, -1.048]], "mulliken_charge": [-1.089, -0.121, 0.383, -0.191, -0.164, 0.311, 0.275, 0.333, 0.242, -0.372, 0.022, -0.560, 0.361, 0.250, 0.323, -0.004], "multiplicity": 1, "gap_ev": 10.02, "smiles": "CC=C(Cl)Cl.C#CC", "lumo_energy_ev": 0.7}

***

Entry 9:
{"formula": "C6H8Cl2", "method": "ωB97M-V/def2-TZVPD", "symbols": ["C", "C", "C", "C", "C", "Cl", "C", "Cl", "H", "H", "H", "H", "H", "H", "H", "H"], "coordinates": [[2.254, 0.653, -0.947], [1.069, 0.144, -0.250], [0.519, -0.954, 0.253], [-0.799, -0.403, 0.720], [-2.051, -0.909, 0.022], [-1.026, -0.559, 2.494], [-0.396, 1.035, 0.268], [-0.074, 2.216, 1.499], [3.148, 0.125, -0.620], [2.376, 1.715, -0.747], [2.151, 0.518, -2.024], [0.880, -1.965, 0.332], [-2.882, -0.241, 0.237], [-2.312, -1.909, 0.358], [-1.881, -0.928, -1.053], [-0.976, 1.462, -0.541]], "mulliken_charge": [-1.082, 0.388, -1.014, 1.225, -1.523, -0.214, -0.431, -0.174, 0.326, 0.291, 0.273, 0.430, 0.383, 0.385, 0.350, 0.385], "multiplicity": 1, "gap_ev": 10.48, "smiles": "CC1=C[C@@](C)(Cl)[C@H]1Cl", "lumo_energy_ev": 0.8}

***

Entry 10:
{"formula": "C6H8Cl2", "method": "ωB97M-V/def2-TZVPD", "symbols": ["C", "C", "C", "C", "C", "Cl", "C", "Cl", "H", "H", "H", "H", "H", "H", "H", "H"], "coordinates": [[-0.986, 1.302, 1.305], [-0.057, 0.585, 0.434], [-0.181, -0.459, -0.384], [-1.210, -1.447, -0.855], [1.292, -0.453, -0.833], [2.273, -1.837, -0.490], [1.438, 0.668, 0.271], [1.994, 2.274, -0.464], [-0.763, 1.031, 2.415], [-1.930, 0.897, 0.885], [-0.819, 2.380, 1.298], [-1.822, -1.624, 0.059], [-0.666, -2.328, -1.307], [-1.880, -1.205, -1.625], [1.391, -0.099, -1.834], [1.925, 0.315, 1.126]], "mulliken_charge": [-1.164, -0.014, 0.104, -1.193, -0.010, -0.215, 0.168, -0.252, 0.238, 0.340, 0.292, 0.313, 0.305, 0.315, 0.372, 0.401], "multiplicity": 1, "gap_ev": 10.37, "smiles": "CC1=C(C)[C@H](Cl)[C@H]1Cl", "lumo_energy_ev": 0.8}

***

Entry 11:
{"formula": "C6H8ClN", "method": "ωB97M-V/def2-TZVPD", "symbols": ["C", "C", "Cl", "C", "C", "C", "N", "C", "H", "H", "H", "H", "H", "H", "H", "H"], "coordinates": [[-1.252, 1.317, 0.588], [-0.818, -0.012, -0.041], [-2.217, -0.814, -0.813], [-0.217, -0.967, 0.927], [0.981, -1.402, 0.505], [1.419, -0.723, -0.746], [1.539, 0.737, -0.828], [0.245, 0.075, -1.178], [-1.842, 1.851, -0.180], [-0.333, 1.868, 0.849], [-1.838, 1.125, 1.469], [-0.682, -1.174, 1.885], [1.600, -2.079, 1.047], [2.048, -1.268, -1.438], [1.481, 1.146, 0.086], [-0.114, 0.320, -2.132]], "mulliken_charge": [-1.209, 0.915, -0.224, -0.602, -0.673, 0.010, -0.599, -0.714, 0.320, 0.311, 0.366, 0.393, 0.473, 0.416, 0.307, 0.510], "multiplicity": 1, "gap_ev": 10.43, "smiles": "C[C@]1(Cl)C=C[C@@H]2N[C@@H]21", "lumo_energy_ev": 1.0}

***

Entry 12:
{"formula": "C6H8CrO6", "method": "ωB97M-V/def2-TZVPD", "symbols": ["O", "C", "O", "O", "C", "C", "C", "C", "O", "C", "O", "Cr", "H", "H", "H", "H", "H", "H", "H", "O", "H"], "coordinates": [[-3.312, -0.329, -2.440], [-2.240, -0.645, -3.021], [-2.248, -1.380, -4.039], [-1.058, -0.278, -2.526], [-1.058, 0.481, -1.354], [0.210, 0.456, -0.680], [0.534, 1.381, 0.387], [1.603, 0.996, 1.378], [0.961, 0.011, 2.346], [1.479, -0.469, 3.329], [1.805, -0.478, 4.431], [-4.176, -1.295, -3.836], [-1.727, 0.048, -0.562], [-1.451, 1.505, -1.487], [0.953, -0.289, -0.998], [-0.344, 1.858, 0.845], [0.992, 2.199, -0.233], [1.907, 1.848, 1.991], [2.457, 0.462, 0.951], [2.097, -2.818, 2.412], [2.616, -3.267, 3.107]], "mulliken_charge": [-0.487, 1.028, -0.403, -0.118, -0.329, -0.229, -0.456, -0.631, -0.178, 0.733, -0.018, 1.745, 0.422, 0.557, 0.484, 0.476, 0.463, 0.464, 0.428, -0.344, 0.394], "multiplicity": 5, "gap_ev": [2.36, 3.87], "lumo_energy_ev": [-21.7, -19.2], "s2": 6.170, "charge": 4}

***

How do the records compare in total energy? In the order shown, they have -6345.651, -6348.207, -6348.943, -22624.583, -58743.806, -12616.067, -81413.927, -31392.986, -31395.065, -31395.098, -20362.777, -46999.547 eV.